# 1
Density functional theory data (wB97M-V/def2-TZVPD) for 9 unconnected molecules or ions with the total composition C28H51BClN10O3.

```
94
Properties=species:S:1:pos:R:3:forces:R:3
C -2.77162 5.08609 3.59244 -0.0847 -0.7620 -0.1384
C -2.94028 3.57705 3.94253 0.5466 0.5134 -0.6084
C -1.99159 2.77144 3.02019 -0.1263 -0.0762 0.9338
C -1.96841 1.25594 3.25826 0.0672 -0.8822 -0.2967
C -3.37735 0.65209 3.38793 0.3247 0.4556 0.3890
B -1.10138 0.52309 2.05751 -0.9578 1.0120 -0.3849
C 0.39586 1.21453 1.95157 -0.1492 -0.6949 0.5426
N 1.55384 0.26738 1.86543 0.6055 1.0805 -0.3392
C 2.06911 0.13185 0.48853 -0.1511 -0.9871 0.2111
O -1.14537 -0.98130 2.06935 0.0091 -0.5326 0.4953
C -1.85557 -1.50025 1.07232 0.1696 0.7117 -1.4266
Cl -3.52254 -2.26340 1.48161 -0.1071 -0.1556 0.3457
C -2.09057 -0.33350 0.01424 0.7973 -0.9226 1.2429
C -1.02661 -0.64679 -1.07070 -0.2784 0.6661 0.0711
C -0.74550 0.48219 -2.08998 -0.4652 -0.9764 -0.0965
O -0.57648 1.74315 -1.50166 0.4671 0.2272 -0.3007
C -1.81038 0.44864 -3.22025 -0.1970 0.5615 -0.0400
N -2.91391 1.40095 -2.99589 -0.0947 -1.7731 0.8354
O -1.88752 0.79370 0.79551 -0.1756 0.3917 -0.9597
H -3.61360 5.41195 2.97374 0.0223 0.2618 0.2471
H -1.87697 5.17071 2.97175 -0.0460 0.2754 0.1229
H -2.63061 5.70665 4.47878 -0.2066 0.1001 -0.1404
H -2.67455 3.39630 4.98571 -0.0761 -0.0100 -0.1293
H -3.98315 3.28620 3.79441 0.0771 -0.0720 0.0613
H -2.20822 3.03109 1.97510 -0.1435 -0.2856 0.0316
H -0.99012 3.16297 3.22847 -0.2856 -0.1222 -0.1674
H -1.44048 1.00042 4.19882 -0.0037 0.4627 0.0279
H -3.92708 1.11898 4.21767 -0.0584 -0.0071 -0.1479
H -3.31080 -0.41024 3.63075 -0.0974 -0.0069 -0.3301
H -3.93466 0.82323 2.46163 -0.0655 -0.2622 0.0825
H 0.57152 1.82504 2.85035 -0.0686 -0.1475 -0.0069
H 0.37223 1.92485 1.10875 0.1589 -0.1349 -0.0203
H 2.29988 0.72830 2.37515 -0.0199 -0.1469 0.0739
H 1.90460 -0.91278 0.18516 0.0195 0.1971 -0.3424
H 3.15141 0.29035 0.42459 -0.0968 0.1615 0.0441
H 1.56126 0.78489 -0.22790 0.0951 0.0234 0.0846
H -1.35191 -2.34041 0.58405 -0.1636 -0.1878 0.3578
H -3.10544 -0.33046 -0.40102 0.0814 -0.1209 0.0139
H -0.10756 -0.95693 -0.56731 -0.0177 0.2471 0.0020
H -1.39425 -1.52666 -1.61486 0.1197 0.0521 -0.0038
H 0.21823 0.23899 -2.55898 -0.0409 0.1256 0.0571
H -1.41677 2.06781 -1.15894 -0.0196 -0.2242 0.1469
H -1.31484 0.68756 -4.17078 -0.2002 0.1578 0.0287
H -2.23995 -0.55737 -3.31555 0.5184 -0.1410 -0.0139
H -3.29954 1.15438 -2.08513 -0.4114 -0.0077 -0.2204
H -3.60775 1.19244 -3.70667 -0.2008 0.1356 0.2044
C -2.91604 -2.82354 -6.09557 -0.0126 0.0436 0.0208
C -3.53066 -1.56359 -5.69022 -0.0596 0.1129 0.0751
N -4.00852 -0.57400 -5.35806 -0.0282 -0.1668 -0.1932
H -3.55136 -3.32913 -6.82041 0.0060 -0.0035 0.0023
H -1.94367 -2.63209 -6.54547 0.0021 -0.0040 0.0094
H -2.78545 -3.46541 -5.22625 0.0056 0.0106 0.0040
C 1.89953 4.62473 2.22345 -0.0608 0.0558 -0.0016
C 1.01754 4.71030 3.38288 -0.0203 -0.0572 0.1391
N 0.30477 4.74348 4.28342 0.4450 0.2226 0.0186
H 1.31673 4.37460 1.33783 -0.0039 -0.0660 0.0226
H 2.40180 5.57844 2.06753 0.0040 -0.0053 0.0023
H 2.64550 3.84857 2.38356 -0.0269 -0.0287 -0.0275
C -0.83940 0.64342 7.41288 0.0262 0.0421 -0.0088
C -1.32794 2.01230 7.28537 -0.0645 0.1005 -0.1548
N -1.71949 3.08348 7.15156 0.0830 -0.1259 0.2965
H -1.68002 -0.04768 7.42922 0.0029 -0.0008 -0.0377
H -0.20027 0.40263 6.56480 -0.0411 0.0006 -0.0304
H -0.26952 0.53659 8.33460 -0.0029 -0.0045 -0.0020
C 3.85370 -3.18098 1.65622 -0.0055 0.0710 -0.0160
C 3.83962 -3.30538 0.20297 -0.0905 0.1332 -0.1630
N 3.80904 -3.37188 -0.94360 0.0522 -0.0885 0.2221
H 4.87301 -3.27778 2.02599 -0.0011 -0.0033 -0.0110
H 3.45441 -2.20662 1.94185 -0.0722 -0.0190 -0.0279
H 3.23594 -3.95952 2.09937 -0.0193 0.0209 0.0037
C 4.59529 -5.70555 -3.11779 -0.0274 0.0640 -0.1679
C 4.55262 -5.78355 -4.57556 0.0167 -0.0524 -0.1094
N 4.51741 -5.84271 -5.72290 -0.0088 0.0110 0.1642
H 5.61814 -5.83398 -2.76932 -0.0097 -0.0220 0.0120
H 4.22550 -4.73732 -2.78568 0.0172 -0.0141 0.0501
H 3.97507 -6.48913 -2.68750 0.0366 -0.0199 0.0110
C 3.13171 0.52496 -4.74992 -0.0367 -0.0083 0.0567
C 3.64486 0.82141 -3.41619 0.0083 0.0378 0.1389
N 4.04465 1.06016 -2.36664 0.0310 -0.0107 -0.1589
H 3.72628 1.04412 -5.49940 -0.0016 -0.0053 0.0003
H 3.18160 -0.54668 -4.93450 -0.0047 0.0015 0.0031
H 2.09558 0.85189 -4.82569 -0.0027 -0.0053 0.0167
C 2.04632 -8.69094 -1.03396 0.0687 0.0123 0.0043
C 3.49345 -8.88027 -0.97136 -0.1137 -0.0098 0.0177
N 4.62911 -9.03263 -0.91830 0.0439 0.0188 -0.0175
H 1.77818 -8.18665 -1.96071 -0.0107 0.0001 0.0073
H 1.54612 -9.65665 -0.99684 -0.0009 0.0046 -0.0036
H 1.71586 -8.08547 -0.19213 -0.0046 0.0060 -0.0109
C -0.46570 5.71233 -3.75958 -0.0203 -0.0922 0.0563
C -1.22578 4.46779 -3.65677 -0.0831 -0.0367 0.1035
N -1.83252 3.49302 -3.56345 0.8861 1.6755 -0.8682
H -1.02134 6.43840 -4.35070 0.0114 0.0074 0.0051
H -0.28947 6.12289 -2.76671 0.0110 0.0004 -0.0064
H 0.49318 5.52248 -4.23898 0.0065 0.0165 0.0134
```
Forces are in eV/Å.

Computed properties:
maximum force = 0.0405 Eh/bohr
energy relative to the best compared isomer or geometry (same formula, charge and spin) = 0.000 eV
LUMO level = 1.781 eV
net charge = -1

Here are the Löwdin charges for atoms 1 to 2, given in e: number 1, C, carries -0.13; number 2, C, carries -0.25


# 2
Density functional theory data (wB97M-V/def2-TZVPD) for 2 unconnected molecules or ions with the total composition C28H51ClNO4Si.

```
86
Properties=species:S:1:pos:R:3:forces:R:3
C -1.62330 2.23815 3.73846 -3.7983 -0.7391 -5.9825
C -2.21058 2.28773 2.55410 3.1613 -0.8225 5.5410
C -3.10172 2.25977 1.18420 1.4224 1.1568 2.0892
Cl -3.45165 0.47732 1.00676 -0.4437 1.7788 -0.2896
O -4.18401 3.18494 1.55964 2.0492 0.8308 0.0824
C -3.41507 4.43486 1.70801 -1.0133 2.4401 1.3219
O -3.74593 5.35182 2.50574 1.9994 -4.8024 -4.4929
O -2.30488 4.38583 0.75312 -3.1670 -0.3081 2.8119
C -2.49669 3.12707 -0.02287 1.7862 1.6809 -0.3600
C -0.96298 2.85959 -0.51783 0.9832 -0.4448 -0.6194
C -0.43028 1.36541 -0.23741 -0.9653 0.0267 0.3132
O 0.85006 1.04457 -0.85774 -0.6623 -1.5104 0.2352
Si 0.84121 -0.67438 -1.18966 -0.6755 0.1597 -0.6713
C 0.00265 -1.74194 0.16381 -0.3971 -1.2646 1.0807
C -0.21505 -0.94240 -2.80871 -0.3873 0.3211 -0.2321
C 2.58292 -1.41806 -1.49928 1.8091 -0.2547 -0.1462
C -3.44199 3.65819 -1.21942 -0.3564 -0.8826 -0.9757
C -4.40533 2.55532 -1.89700 -0.3906 0.4350 -1.4196
C -5.86790 3.23796 -2.21515 0.3289 0.2679 -0.1076
C -6.58761 2.61977 -3.51942 -0.2936 0.2434 -0.2787
C -6.81778 3.33234 -0.90020 0.8712 0.2634 0.0875
C -6.91932 1.97104 -0.04173 -2.1823 -0.9954 1.6511
C -7.53271 0.70964 -0.83503 0.6567 -1.0705 -0.2498
C -6.87807 -0.61482 -0.88076 -0.1434 0.2837 0.0809
C -7.11903 -1.78062 0.21089 2.2495 0.3987 0.1816
C -5.86479 -0.99371 -2.11764 -2.0211 -0.3397 0.3334
H -1.34024 1.91083 4.81406 -0.4940 1.0633 -2.5764
H -0.83799 3.05407 -1.66314 -0.5543 -0.4119 2.0509
H -0.26334 3.64527 -0.01292 -1.4094 -1.5189 -0.6851
H -1.21917 0.63043 -0.69122 1.0562 1.2984 1.0809
H -0.30645 1.20640 0.90413 -0.5463 0.1731 -1.8390
H -0.66533 -1.16840 0.90355 0.9861 -0.8485 -1.1374
H -0.67186 -2.53758 -0.36040 1.1323 1.4537 0.8511
H 0.75392 -2.37197 0.80154 -1.2132 1.2447 -1.0950
H -1.25430 -1.40458 -2.54637 1.9181 0.7019 -0.6013
H -0.41654 0.09350 -3.30057 0.4223 -1.8780 0.6313
H 0.37380 -1.63246 -3.53569 -1.2259 1.1980 1.1120
H 2.56314 -2.56595 -1.69951 -0.2948 1.9811 0.3609
H 3.09224 -0.94650 -2.42374 -0.8034 -0.6698 1.4052
H 3.32555 -1.27206 -0.60731 -1.3493 -0.1473 -1.4074
H -4.10109 4.56992 -0.94146 1.2859 -1.6597 0.1334
H -2.72353 4.04896 -2.05251 -1.2177 -0.6572 1.6941
H -4.49043 1.55612 -1.33974 0.0933 1.6571 -0.6415
H -3.96266 2.31829 -2.95145 -0.7312 0.1970 1.8812
H -5.60791 4.34585 -2.48884 -0.4993 -1.8978 0.3629
H -7.02624 1.56674 -3.38393 0.7159 1.6125 0.0993
H -7.47647 3.32487 -3.78941 1.5627 -1.2863 0.3642
H -5.87417 2.55383 -4.44239 -1.1494 0.3426 1.7279
H -7.84823 3.80735 -1.16000 1.7173 -1.1685 0.3423
H -6.30284 4.11468 -0.19957 -0.9378 -1.4388 -1.0636
H -5.91310 1.64481 0.40300 -1.5566 0.6660 -0.8547
H -7.62574 2.17376 0.87020 1.3604 0.1263 -1.3853
H -8.51384 0.78904 -1.46485 2.6874 0.7696 -0.1956
H -8.06899 -2.38455 -0.03430 1.3310 1.2853 0.2344
H -7.15298 -1.41188 1.30004 -0.2280 -0.3935 -1.6255
H -6.22755 -2.53276 0.15421 -1.5339 1.1636 0.1387
H -4.98636 -1.56934 -1.62507 -1.4407 1.0658 -0.8085
H -6.37953 -1.69403 -2.87584 1.0683 0.9965 0.8088
H -5.52157 -0.00368 -2.60033 -0.5128 -1.8976 0.6877
C 8.46996 -2.99136 3.84717 -0.0360 -0.1021 0.0966
C 9.11946 -2.72486 2.49422 0.0207 -0.0788 0.2714
C 8.52444 -1.58422 1.67388 0.1577 -0.2410 -0.1561
N 7.17186 -1.80776 0.98250 -0.1895 0.7493 -0.5191
C 6.89448 -0.53566 0.18133 0.1896 -0.4862 0.2850
C 7.16851 -3.00638 0.03631 0.1089 0.0052 0.1873
C 6.64374 -4.15718 0.86848 0.2869 -0.5239 -0.0423
C 5.62084 -3.52424 1.79242 -0.7003 -0.2582 0.3146
C 5.99879 -2.05327 1.93435 -0.0520 0.1749 0.0155
H 7.46809 -3.40547 3.76118 -0.0573 -0.0205 0.0422
H 9.06055 -3.72050 4.40667 -0.0360 0.1201 -0.0475
H 8.41869 -2.07470 4.44278 -0.0139 -0.0994 -0.0338
H 9.19404 -3.64645 1.91391 -0.0256 0.1006 -0.0848
H 10.15871 -2.44579 2.70620 -0.1343 0.1611 -0.2701
H 9.22842 -1.35138 0.86772 -0.2742 0.0441 0.0116
H 8.41827 -0.68705 2.29259 -0.1587 -0.1461 -0.1039
H 7.69138 -0.41467 -0.55557 -0.1215 0.0302 0.1398
H 6.87280 0.30660 0.87584 0.0250 -0.1122 -0.1483
H 5.92976 -0.63718 -0.32069 0.1614 -0.0294 0.1119
H 6.47268 -2.78604 -0.77903 0.1574 0.1344 0.1447
H 8.17110 -3.15879 -0.36897 -0.1173 0.1466 0.0503
H 7.43614 -4.63558 1.44529 0.0063 0.0918 -0.0823
H 6.20393 -4.93950 0.24429 0.0731 0.1850 0.0131
H 5.57739 -4.03368 2.75833 0.0175 0.1058 -0.1266
H 4.61798 -3.60494 1.35536 0.2069 0.0825 0.1028
H 6.27980 -1.74434 2.94168 0.1012 -0.0661 -0.1899
H 5.15780 -1.43000 1.61669 0.3449 0.0575 -0.0173
```
Forces are in eV/Å.

Computed properties:
maximum force = 0.1386 Eh/bohr
LUMO level = -2.433 eV
net charge = +1

Here are the Löwdin charges for atoms 1 to 2, given in e: number 1, C, carries 0.12; number 2, C, carries -0.08


# 3
Density functional theory data (wB97M-V/def2-TZVPD) for 3 unconnected molecules or ions with the total composition C28H51N4O.

```
84
Properties=species:S:1:pos:R:3:forces:R:3
C 3.53253 0.91126 5.18715 -0.0488 0.6787 -0.3247
C 3.76608 0.35925 3.63857 0.1839 -0.7458 1.8404
O 2.79953 1.07561 2.79231 1.6846 0.5864 -0.5788
C 3.46470 1.94803 1.80410 1.1780 -0.4691 -0.5617
C 2.47406 3.17943 1.25720 -0.9706 -1.5601 -0.0533
C 1.40100 3.61338 2.41425 -2.2916 1.1862 2.5052
C 0.00396 2.73185 2.63660 2.1365 3.6716 1.7954
N -0.93611 3.18781 3.72796 2.5147 -1.0486 -2.8277
N -0.85636 4.22975 4.60177 4.5922 1.6691 -1.8384
C 0.34107 5.11103 4.51644 0.6657 -2.1568 -2.3897
C 1.60060 4.92891 3.42913 -3.2888 -3.4383 -0.5128
C 2.88042 5.94062 3.32438 -0.4853 0.2565 0.3255
C 4.34553 5.22856 3.17510 3.2913 -1.4113 -0.9466
C 5.00667 4.19968 4.27048 1.7571 1.6263 -4.5353
C 6.48236 3.55350 3.87892 -1.4721 2.0674 -2.2201
C 7.28406 3.88775 2.48737 -2.8342 1.5138 -0.0625
C 8.74172 3.21725 2.04169 -0.7113 1.1281 0.3165
C 6.64533 4.96641 1.40259 -3.2058 -0.9329 4.2261
C 5.18518 5.60942 1.77858 1.5565 -2.2823 1.8540
H 4.49661 0.79469 5.86841 -2.1123 0.0204 -1.4642
H 3.32232 2.07826 5.07300 0.4008 -2.5495 0.3275
H 2.57850 0.41567 5.70471 2.2439 1.0258 -1.2144
H 4.88953 0.50391 3.32669 -2.2776 0.0018 0.3823
H 3.56283 -0.81514 3.63602 0.2313 2.6154 -0.3040
H 4.48169 2.35700 2.24176 -2.2313 -0.4792 -0.7633
H 3.76616 1.23786 0.89302 -0.7518 1.8010 1.6281
H 1.86441 2.68276 0.35973 1.0301 1.2224 2.0352
H 3.09060 4.05731 0.79020 -1.2092 -1.6177 1.3750
H -0.23239 1.78303 1.95202 0.2844 2.2740 1.9118
H -1.81428 2.58671 3.81227 1.5387 1.3335 0.1392
H 0.45947 6.03170 5.25986 -0.7925 -2.4250 -1.6143
H 2.68458 6.64051 2.38402 0.4474 -1.6211 1.8776
H 2.80829 6.67128 4.26554 0.3057 -1.7245 -1.9553
H 4.40475 3.96864 5.24696 1.5696 0.3737 -2.0480
H 6.97058 2.80280 4.63263 -1.0333 1.6254 -1.6395
H 9.56438 3.84694 2.60897 -1.5658 -1.5217 -1.1149
H 8.81602 2.07100 2.30536 -0.1924 2.4811 -0.5607
H 8.88916 3.42242 0.87576 -0.4102 -0.6580 2.6684
H 7.14731 5.26723 0.38788 -0.9571 -0.7695 2.3020
H 4.68376 6.36779 1.00348 1.1876 -1.8258 1.9586
C -3.61517 -0.14039 -1.43234 -0.0143 -0.1060 -0.0525
C -2.18256 -0.10415 -0.90499 -0.2089 -0.3011 0.1251
N -1.76299 -1.33030 -0.21706 0.2015 0.1575 0.3881
C -0.49266 -1.18299 0.49984 -0.3317 -0.0334 -0.0509
C 0.75900 -0.91728 -0.32745 0.4511 0.0350 -0.0782
C -1.90691 -2.57509 -0.97176 -0.4761 -0.0521 -0.1414
C -1.16504 -2.68366 -2.30047 0.3286 -0.0896 -0.2266
H -4.33102 -0.34921 -0.63015 0.1466 -0.0506 -0.1063
H -3.87385 0.83100 -1.86887 0.0859 -0.1455 0.0690
H -3.74238 -0.89104 -2.21861 -0.0188 0.0772 0.1145
H -2.13390 0.73044 -0.19249 0.2136 -0.1740 0.0881
H -1.51109 0.14929 -1.72857 0.1138 0.1282 -0.2015
H -0.32186 -2.07007 1.12175 -0.1667 0.0195 -0.1632
H -0.60382 -0.35923 1.21720 -0.1851 0.0629 -0.0297
H 1.11120 -1.82153 -0.82908 -0.0627 0.1795 -0.0229
H 1.57197 -0.58286 0.32680 -0.0456 -0.0434 0.0214
H 0.61146 -0.13410 -1.07710 -0.0527 -0.1186 0.0210
H -2.97443 -2.74177 -1.16886 0.1581 0.2085 0.1066
H -1.61846 -3.42352 -0.34131 0.0605 0.2622 0.1443
H -1.23418 -1.77010 -2.90183 -0.0092 -0.1089 0.1159
H -1.59088 -3.49393 -2.89789 0.0004 0.0261 0.0298
H -0.10655 -2.92321 -2.15292 -0.1694 0.1265 -0.1215
C -4.65501 -5.01770 -2.16471 0.0861 0.0434 -0.0610
C -5.63232 -5.33874 -3.29324 -0.0509 0.3335 0.0865
N -5.91167 -4.20943 -4.18731 -0.1898 0.1430 -0.0212
C -7.03464 -4.45819 -5.09638 -0.1759 0.0589 0.3088
C -6.87443 -5.56514 -6.13109 -0.0586 -0.1991 -0.3738
C -4.74839 -3.56954 -4.80141 0.1319 0.0192 0.3588
C -3.83666 -4.44020 -5.66068 0.1704 -0.1544 -0.3689
H -5.00679 -4.17574 -1.55899 0.0186 -0.0586 -0.1426
H -4.55287 -5.88668 -1.50479 -0.0434 0.1150 -0.1296
H -3.65578 -4.78208 -2.54408 -0.0814 -0.0023 0.0449
H -6.57178 -5.64566 -2.81387 0.0087 0.1236 -0.3215
H -5.26307 -6.20864 -3.84124 0.0929 -0.2308 -0.0465
H -7.29548 -3.52726 -5.61426 0.2207 -0.0083 0.1212
H -7.91701 -4.69212 -4.48625 0.2103 0.0090 0.0986
H -6.23271 -5.25465 -6.95882 -0.0150 -0.1194 0.1034
H -7.85024 -5.81199 -6.56430 0.1004 0.0522 0.0688
H -6.47373 -6.48884 -5.70288 -0.0111 0.1330 -0.0276
H -4.13534 -3.12420 -4.00638 -0.1475 -0.1341 0.0573
H -5.07311 -2.70999 -5.39826 -0.2511 -0.1610 0.0845
H -3.63970 -5.42084 -5.21284 -0.0799 0.1473 -0.0408
H -2.86978 -3.94766 -5.79236 -0.0155 0.0071 0.0090
H -4.25193 -4.59288 -6.66258 0.1032 -0.0981 0.2242
```
Forces are in eV/Å.

Computed properties:
maximum force = 0.1047 Eh/bohr
energy relative to the best compared isomer or geometry (same formula, charge and spin) = 16.853 eV
LUMO level = -4.797 eV
net charge = +1

Here are the Löwdin charges for atoms 1 to 2, given in e: number 1, C, carries -0.10; number 2, C, carries -0.23